Entry 1:
The following is a DFT calculation (ωB97M-V with the def2-TZVPD basis set) of an isolated molecule of C13H14INO2 in a non-equilibrium geometry.

SMILES string: CC[C@]1(c2ccccc2)C[C@@H](I)C(=O)NC1=O
HOMO-LUMO gap, eV: 9.252
Relative energy (zero: lowest compared OMol25 entry of this formula, charge and spin), kcal/mol: 0.0
Strongest force on any atom, hartree/bohr: 0.0972

```
! wB97M-V def2-TZVPD RIJCOSX def2/J DEFGRID3
* xyz 0 1
O -0.92915 -2.07286 3.69022
O -1.67798 1.38726 1.54179
I 2.38390 -2.99105 2.71769
C -0.57925 -1.55681 2.64043
C -0.91292 0.47831 1.58285
C 2.43147 4.04265 -0.49927
C 1.07361 4.00396 -0.28737
C 3.09968 2.85630 -0.19122
C 0.44396 2.83346 0.17290
C 2.48911 1.65323 0.20350
C 1.10556 1.62139 0.38869
N -1.42353 -0.56394 2.35420
C -1.21725 -1.16443 -0.95932
C 0.67258 -1.95309 1.79914
C -0.04470 -0.09806 -0.75915
C 1.22566 -0.63735 1.27330
C 0.30884 0.32049 0.68341
H 2.81899 4.99568 -0.83811
H 0.44672 4.83408 -0.43205
H 4.20546 2.77052 -0.44273
H -0.62481 3.02156 0.25683
H 3.17344 0.73113 0.26343
H -2.13096 -0.34189 3.02454
H -1.70606 -0.96246 -1.89319
H -1.85987 -1.27069 -0.04053
H -0.78864 -2.12071 -1.05067
H 0.29449 -2.64746 1.02805
H -0.43515 0.79850 -1.27472
H 0.81663 -0.50526 -1.17072
H 1.81028 -0.03080 2.03697
H 1.93440 -1.02718 0.58558
*
```



Entry 2:
The following is a DFT calculation (ωB97M-V with the def2-TZVPD basis set) of an isolated molecule of C2H5ClS2 in a non-equilibrium geometry.

HOMO-LUMO gap (spin up / spin down), eV: 5.258 / 6.458
Relative energy (zero: lowest compared OMol25 entry of this formula, charge and spin), kcal/mol: 22.0
Strongest force on any atom, hartree/bohr: 0.0877

```
! wB97M-V def2-TZVPD RIJCOSX def2/J DEFGRID3
* xyz 0 3
C 0.10144 0.21766 -1.02060
C 0.45306 -0.08968 0.57125
S -0.17431 1.25204 1.61030
S -0.00127 -1.77487 0.94272
Cl -1.63940 0.35160 -1.17260
H 0.40368 1.19629 -1.45624
H 0.59285 -0.70197 -1.48435
H 1.55862 -0.07451 0.63327
H 0.97058 1.86077 1.39342
H -1.32574 -1.71105 0.70320
*
```



Entry 3:
The following is a DFT calculation (ωB97M-V with the def2-TZVPD basis set) of C16H36NO12S as an isolated structure in a non-equilibrium geometry.

HOMO-LUMO gap, eV: 5.843
Strongest force on any atom, hartree/bohr: 0.2824

```
! wB97M-V def2-TZVPD RIJCOSX def2/J DEFGRID3
* xyz -1 1
N 0.64115 -0.10943 0.82913
H 1.34050 -0.72586 0.63889
H 1.07693 0.89547 0.75062
H 0.49166 -0.34966 1.65424
H -0.32240 -0.22759 0.62484
S 3.42607 0.40501 2.15421
O 2.69799 -0.56741 3.01523
O 2.69619 1.59736 1.96146
O 4.78226 0.67106 2.73505
O 3.50394 -0.16087 0.82307
O -0.11825 -3.39169 0.70129
C 0.96752 -3.97636 1.03824
O 1.35851 -5.14150 0.69774
C 0.47124 -6.03034 0.13449
C 1.19125 -7.33690 -0.13841
C 1.90157 -3.34874 2.01874
H -0.07839 -5.84999 -0.64434
H -0.33265 -6.16778 0.92887
H 1.36306 -8.01598 0.59771
H 2.01507 -7.18737 -0.74734
H 0.44956 -7.89542 -0.60347
H 2.65240 -2.65745 1.58130
H 2.40290 -4.07487 2.77398
H 1.49546 -2.66810 2.53930
O -4.56397 -0.98610 1.72702
C -3.40490 -1.23267 1.76568
O -2.62713 -1.33114 0.70977
C -3.14730 -0.93766 -0.57197
C -2.01431 -0.73233 -1.56763
C -2.51154 -1.67631 2.98394
H -3.83447 -0.21403 -0.89258
H -3.69215 -1.92697 -0.91650
H -1.50475 0.16378 -1.31977
H -2.43619 -0.87935 -2.62306
H -1.26696 -1.56046 -1.18463
H -2.00049 -2.66658 2.74958
H -3.46188 -1.69094 3.77129
H -1.91260 -0.62993 3.03976
O -1.53626 1.96547 0.52923
C -1.18109 3.12216 0.54271
O -2.02452 4.11914 0.02892
C -3.33049 3.58759 -0.32135
C -4.35235 4.72454 -0.69393
C 0.13399 3.67061 0.87737
H -3.66552 3.11338 0.58876
H -3.05917 2.81958 -0.97377
H -5.25451 4.46007 -0.94565
H -4.08648 5.48948 -1.36257
H -4.76682 5.26065 0.10381
H 0.01210 4.63801 1.63696
H 0.64669 3.85819 0.00359
H 0.94974 3.06677 1.33686
O 0.97461 0.81197 -1.92525
C 1.16120 1.88582 -2.58739
O 2.39365 2.73621 -2.48913
C 3.41794 2.25281 -1.65669
C 4.64303 2.91723 -2.20877
C 0.09108 2.50776 -3.52518
H 3.46730 1.39372 -1.78116
H 3.25536 2.56074 -0.63641
H 4.98878 2.82632 -3.27691
H 5.34240 2.70448 -1.59904
H 4.69093 4.25436 -2.11335
H -0.81422 2.83826 -3.00447
H -0.26864 1.76931 -4.16738
H 0.47634 3.26046 -4.11550
*
```



Entry 4:
The following is a DFT calculation (ωB97M-V with the def2-TZVPD basis set) of C29H41IrN5OS3 as an isolated structure.

HOMO-LUMO gap, eV: 5.441
Relative energy (zero: lowest compared OMol25 entry of this formula, charge and spin), kcal/mol: 0.0
Strongest force on any atom, hartree/bohr: 0.0099

```
! wB97M-V def2-TZVPD RIJCOSX def2/J DEFGRID3
* xyz 3 1
Ir 0.77566 1.04080 2.55975
S -0.61191 2.19875 1.24598
C -1.22665 0.97074 0.15001
N -2.43523 1.01225 -0.29474
C -2.99100 -0.10678 -1.08298
C -2.22076 -1.37833 -0.83007
N -0.79815 -1.13628 -1.05692
C 0.03330 -2.36751 -1.17766
C -0.43892 -3.23427 -2.31078
C -0.07342 -2.92590 -3.61969
C -0.51722 -3.70755 -4.67463
C -1.32509 -4.81137 -4.42595
C -1.67819 -5.13466 -3.12400
C -1.23548 -4.34987 -2.06874
C -0.27760 -0.17522 -0.17668
S 0.21515 -0.81226 1.53445
C -3.35228 2.17159 -0.06869
C -4.66518 1.74007 0.51544
C -4.71930 1.31492 1.84151
C -5.92834 0.92249 2.39271
C -7.08603 0.96343 1.62464
C -7.03630 1.39325 0.30556
C -5.82536 1.78043 -0.25166
H -2.99546 0.18879 -2.13533
H -4.02521 -0.21315 -0.75687
H -2.54851 -2.14087 -1.53463
H -2.41625 -1.75296 0.18313
H 0.01746 -2.91684 -0.22937
H 1.05871 -2.03917 -1.36034
H 0.59183 -2.09017 -3.81460
H -0.21912 -3.47385 -5.68757
H -1.66526 -5.42729 -5.24704
H -2.28908 -6.00518 -2.92877
H -1.50087 -4.61787 -1.05216
H -3.47213 2.63731 -1.04949
H -2.83251 2.86987 0.58483
H -3.82051 1.30749 2.44944
H -5.97553 0.60097 3.42403
H -8.03130 0.67020 2.06009
H -7.93983 1.43503 -0.28627
H -5.79003 2.12893 -1.27710
O 0.94607 0.43001 -0.67392
C 1.05675 0.95565 -1.88762
C 2.15812 1.93888 -2.06190
C 1.61955 3.37385 -2.35175
C 0.14990 3.45171 -2.76474
C -0.19462 2.75073 -4.07873
C 0.34998 1.32213 -4.17093
N 0.27672 0.63643 -2.86783
H 2.77892 1.58897 -2.88953
H 2.77025 1.92064 -1.16350
H 2.24543 3.81368 -3.12775
H 1.76285 3.97760 -1.45683
H -0.13083 4.50173 -2.84476
H -0.47479 3.04944 -1.95603
H 0.22141 3.30691 -4.91998
H -1.27658 2.74753 -4.21772
H 1.39207 1.31112 -4.48855
H -0.20716 0.71225 -4.87835
H -0.44025 -0.06544 -2.67457
C 3.24512 -1.55842 6.06273
C 3.95691 -0.24061 5.81591
N 3.32922 0.54250 4.72687
C 3.68369 0.70771 3.46507
S 2.79140 1.96253 2.53233
N 4.66013 0.12754 2.80783
C 5.56394 -0.98295 3.18166
C 6.93863 -0.48899 3.59414
H 3.75039 -2.09511 6.86416
H 3.24638 -2.19316 5.17576
H 2.21311 -1.39720 6.37301
H 5.00955 -0.36840 5.58384
H 3.90955 0.40368 6.69330
H 2.54676 1.10901 5.02247
H 4.83612 0.52586 1.89560
H 5.62516 -1.61241 2.29388
H 5.07836 -1.57572 3.95084
H 7.40290 0.09204 2.79784
H 7.58190 -1.34314 3.79952
H 6.89891 0.13146 4.48937
*
```



Entry 5:
The following is a DFT calculation (ωB97M-V with the def2-TZVPD basis set) of an isolated molecule of C4H9NO in a non-equilibrium geometry.

SMILES string: CC(C)C(N)=O
HOMO-LUMO gap, eV: 10.947
Relative energy (zero: lowest compared OMol25 entry of this formula, charge and spin), kcal/mol: 22.1
Strongest force on any atom, hartree/bohr: 0.0710

```
! wB97M-V def2-TZVPD RIJCOSX def2/J DEFGRID3
* xyz 0 1
N -1.61162 -0.27164 1.45862
C -0.30793 0.21606 1.17718
C -0.07594 0.09590 -0.28381
C 0.82749 1.26623 -0.73771
C 0.49579 -1.27599 -0.74063
O 0.52214 0.64882 1.93596
H -2.22563 -0.88572 0.94684
H -1.78418 -0.14909 2.45882
H -0.99260 0.18488 -0.99002
H 0.44023 2.18063 -0.26557
H 1.94246 1.34660 -0.51486
H 0.79035 1.25945 -1.83643
H 0.86728 -1.04007 -1.71606
H -0.22729 -2.07606 -0.73477
H 1.33945 -1.50001 -0.15755
*
```



Entry 6:
The following is a DFT calculation (ωB97M-V with the def2-TZVPD basis set) of C17H20N2O3S as an isolated structure in a non-equilibrium geometry.

HOMO-LUMO gap, eV: 8.376
Relative energy (zero: lowest compared OMol25 entry of this formula, charge and spin), kcal/mol: 371.5
Strongest force on any atom, hartree/bohr: 0.2816

```
! wB97M-V def2-TZVPD RIJCOSX def2/J DEFGRID3
* xyz 0 1
C 0.80126 5.07492 -3.31595
C 1.27060 3.96994 -2.30232
O 2.06587 4.24256 -1.38352
N 0.84394 2.76290 -2.62047
C 0.97493 1.59083 -2.04685
C 1.94729 1.70815 -0.80259
C 2.16144 0.61042 -0.07767
C 1.64180 -0.79637 -0.71112
C 0.82128 -0.74419 -1.80398
C 0.51045 0.43761 -2.35321
H 0.13438 0.48075 -3.23345
H 0.45360 -1.65323 -2.15108
S 1.68418 -2.30045 0.17460
O 3.23024 -2.26441 0.98523
O 1.55024 -3.43056 -0.71066
N 0.63467 -2.07078 1.45937
H 0.07342 -3.07337 1.58222
C 0.91281 -1.42440 2.67152
C -0.19353 -1.58822 3.56874
H -0.58669 -2.37493 3.79932
H 0.07393 -1.06628 4.42191
C -1.23254 -0.38148 3.09243
C -1.81716 -1.01657 1.76554
C -1.68681 -0.15919 0.66035
C -2.15474 -0.91853 -0.84161
C -2.98913 -2.01783 -0.66014
C -3.33779 -2.63237 0.45036
C -2.50193 -2.30520 1.66351
H -2.79978 -2.64997 2.61026
H -3.74210 -3.58687 0.50882
H -3.29546 -2.36437 -1.66006
H -2.19808 -0.19010 -1.67377
H -1.19100 0.61967 0.60546
H -1.09195 0.51946 2.85073
H -2.22550 -0.44219 3.74148
H 1.97419 -2.06650 3.21189
H 1.24366 -0.62109 2.21460
H 2.96170 0.49844 0.90423
H 2.52889 2.53193 -0.46589
H 0.46001 2.79036 -3.40370
H -0.36196 5.12464 -3.24350
H 1.28786 5.00689 -4.27402
H 1.16354 6.16998 -3.20697
*
```



Entry 7:
The following is a DFT calculation (ωB97M-V with the def2-TZVPD basis set) of an isolated molecule of C6H9O2P in a non-equilibrium geometry.

SMILES string: [H]/P=C1/CC[C@H](C)C(=O)O1
HOMO-LUMO gap, eV: 9.419
Relative energy (zero: lowest compared OMol25 entry of this formula, charge and spin), kcal/mol: 20.2
Strongest force on any atom, hartree/bohr: 0.0849

```
! wB97M-V def2-TZVPD RIJCOSX def2/J DEFGRID3
* xyz 0 1
C 1.63109 -0.69289 -0.13766
C 0.43464 1.02589 -0.84590
C 0.66741 -1.73593 0.14675
C -0.71857 -1.18950 0.27650
C -0.54007 0.39665 0.19875
C -1.76411 1.27863 0.02570
O 1.37157 0.15696 -1.27434
O 0.55413 2.13693 -1.19293
P 2.71803 -0.05939 0.89332
H 0.91248 -2.66106 -0.53834
H 0.74583 -2.13689 1.11940
H -1.46082 -1.39943 -0.55878
H -1.17918 -1.39796 1.25401
H -0.06178 0.71201 1.16501
H -2.16250 1.06763 -0.95041
H -1.54600 2.39512 -0.21778
H -2.69790 1.13759 0.67873
H 3.09574 0.96562 -0.04205
*
```